Record 1
The following is a quantum chemistry calculation of a structure of composition C30H45ClO2P2Pt at a distorted geometry, from the OMol25 dataset.

Its LUMO energy (spin up / spin down) is -5.45 / -9.28 eV. As for the expectation value of S²: 6.011.

Geometry as ORCA input:
```
! wB97M-V def2-TZVPD RIJCOSX def2/J DEFGRID3
* xyz 2 5
Pt -3.47225 -1.54185 -1.27095
C 0.83926 1.78900 -2.94789
C -0.23644 2.41653 -2.25103
C 1.72107 2.88791 -1.13159
C 2.03718 2.03618 -2.22270
C 0.32923 3.16197 -1.17288
C 0.76682 1.10373 -4.25981
H -0.26971 0.88697 -4.54059
H 1.32703 0.15959 -4.25909
H 1.19873 1.72236 -5.06570
C 3.37501 1.48248 -2.50425
H 3.43840 1.09602 -3.52829
H 3.59919 0.64899 -1.81269
H 4.15571 2.24246 -2.35681
C 2.68636 3.40196 -0.14131
H 3.38519 4.12781 -0.58444
H 3.28232 2.57995 0.27889
H 2.16496 3.89112 0.68741
C -0.34435 4.12317 -0.27209
H -0.05320 5.15833 -0.50936
H -0.06591 3.95604 0.77807
H -1.43530 4.07239 -0.36138
C -1.66868 2.30450 -2.60561
H -1.98612 3.04108 -3.35800
H -2.30607 2.44645 -1.72680
H -1.89123 1.30720 -3.01235
C -2.91068 -3.33048 -0.49596
C -4.20452 -3.42063 -1.21147
C -5.48051 -3.40649 -0.39282
C -5.52413 -2.19729 0.58617
C -4.40423 -1.11426 0.42680
C -3.29825 -1.14424 1.48882
C -2.93408 -2.54449 2.00996
C -2.89709 -3.69399 0.99593
H -5.60400 -4.36131 0.14523
H -5.55988 -2.53885 1.62566
H -6.32633 -3.32080 -1.09585
H -3.72015 -4.39028 1.22755
H -2.05594 -3.78979 -1.03067
H -4.18339 -3.96602 -2.16123
H -1.96029 -4.25136 1.16015
H -1.95671 -2.52298 2.51978
H -3.73191 -0.60010 2.35018
H -3.62191 -2.79939 2.83533
H -6.46432 -1.66602 0.39268
H -4.85788 -0.11020 0.36929
P -0.23473 -2.25678 -0.57343
C 1.48771 -2.60235 -1.01272
C -0.65892 -1.38054 -2.15273
P -1.66446 -0.17352 1.56448
C -0.29573 -0.72158 0.49744
C -2.04064 1.48268 0.98313
C -1.20056 -0.08602 3.30191
H 2.20472 -1.87163 -0.56152
H 1.56280 -2.57274 -2.10838
H 1.71268 -3.62173 -0.66893
H -1.69168 -0.94013 -2.14500
H -0.61007 -2.13350 -2.94611
H 0.05116 -0.57244 -2.37185
H -1.66385 -0.86965 3.90993
H -1.51836 0.88740 3.67953
H -0.10920 -0.15355 3.38066
H -0.19830 0.08804 -0.25938
H 0.64533 -0.64634 1.06569
H -1.19644 2.12739 1.25503
H -2.96714 1.86423 1.44458
H -2.13335 1.47239 -0.11057
Cl 7.97827 1.18449 4.37060
C 6.62674 0.88548 3.37492
C 6.70366 -0.07544 2.35277
C 5.58340 -0.33544 1.56210
C 4.37742 0.35726 1.77641
C 4.31216 1.31444 2.79617
C 5.42909 1.59401 3.58896
C 3.16505 0.05697 0.92313
O 3.38790 -0.70308 -0.07076
O 2.06735 0.58738 1.27073
H 7.63597 -0.61365 2.18651
H 5.62910 -1.08383 0.76837
H 3.36630 1.83357 2.96547
H 5.37560 2.34482 4.36858
*
```



Record 2
The following is a quantum chemistry calculation of the molecule C23H31FN2O3S at a distorted geometry, from the OMol25 dataset.

Its LUMO energy is 0.47 eV. The structure (SMILES) is CC[C@@H](C)N(C)Cc1cccc(C2(O)CCN(S(=O)(=O)c3ccc(F)cc3)CC2)c1.

Geometry as ORCA input:
```
! wB97M-V def2-TZVPD RIJCOSX def2/J DEFGRID3
* xyz 0 1
C -7.04336 -0.26938 0.98177
C -6.85487 1.13237 0.41714
C -5.68546 1.19913 -0.57561
C -5.55155 2.61842 -1.14774
N -4.46982 0.66733 0.02473
C -3.86504 1.49288 1.04668
C -3.47451 0.22012 -0.93157
C -2.53088 -0.76577 -0.29214
C -3.04431 -1.83960 0.42568
C -2.18954 -2.75045 1.01417
C -0.81769 -2.60638 0.88818
C -0.29013 -1.54582 0.16911
C 1.21587 -1.37038 0.03259
O 1.83705 -2.49122 0.61839
C 1.61480 -1.23450 -1.46366
C 2.48693 -0.00703 -1.72562
N 3.55017 0.10722 -0.74472
S 4.76862 -1.02402 -0.92719
O 4.53928 -2.19686 -0.11766
O 4.99650 -1.20763 -2.32670
C 6.14178 -0.12132 -0.21710
C 6.78079 -0.59398 0.91314
C 7.83781 0.12196 1.44950
C 8.22149 1.29795 0.82675
F 9.24477 2.00036 1.34230
C 7.58890 1.77799 -0.30984
C 6.53450 1.05215 -0.83393
C 3.09744 0.24569 0.63227
C 1.61454 -0.08702 0.80241
C -1.15802 -0.62687 -0.41100
H -7.25193 -0.97584 0.18152
H -6.13935 -0.58647 1.49345
H -7.87276 -0.28931 1.68505
H -6.69319 1.83741 1.23413
H -7.76145 1.44386 -0.10616
H -5.92824 0.52077 -1.40340
H -5.41290 3.34494 -0.35072
H -4.70500 2.67823 -1.82847
H -6.45131 2.88160 -1.69793
H -4.61592 1.79986 1.76959
H -3.11124 0.89998 1.56564
H -3.37294 2.39107 0.64157
H -2.89420 1.05890 -1.35828
H -3.99243 -0.28113 -1.75586
H -4.11447 -1.94069 0.51917
H -2.59005 -3.58289 1.57406
H -0.14362 -3.31535 1.33930
H 2.78814 -2.48321 0.41576
H 0.72780 -1.19721 -2.09667
H 2.18039 -2.12775 -1.73891
H 1.90462 0.91744 -1.69800
H 2.97198 -0.08992 -2.69869
H 6.44701 -1.52002 1.35402
H 8.36184 -0.21612 2.32917
H 7.92644 2.69651 -0.76281
H 6.01260 1.37552 -1.71959
H 3.28910 1.27612 0.95667
H 3.70420 -0.42133 1.24964
H 1.00206 0.74534 0.45709
H 1.40357 -0.24686 1.86055
H -0.76477 0.21122 -0.97119
*
```



Record 3
The following is a quantum chemistry calculation of the molecule C6H14O at a distorted geometry, from the OMol25 dataset.

Its LUMO energy is 0.90 eV. The structure (SMILES) is CCCCCCO.

Geometry as ORCA input:
```
! wB97M-V def2-TZVPD RIJCOSX def2/J DEFGRID3
* xyz 0 1
C -1.85815 -1.57964 0.92184
C -1.47302 -0.17392 1.46621
C -0.18687 0.36521 0.62670
C -0.30150 0.08152 -0.90513
C 0.81953 0.96136 -1.56845
C 2.11242 0.84215 -0.79535
O 2.62617 -0.55910 -0.60031
H -1.05681 -2.23589 1.10877
H -2.12042 -1.49837 -0.15651
H -2.78263 -1.93292 1.64483
H -2.19051 0.69028 1.41467
H -1.21036 -0.15140 2.49505
H 0.63825 -0.10680 1.11318
H -0.13971 1.54597 0.82314
H -1.26391 0.28470 -1.37516
H -0.03252 -1.06210 -1.09593
H 0.35701 2.07128 -1.38927
H 0.98131 0.68425 -2.66916
H 2.93482 1.36327 -1.25774
H 2.10467 1.43953 0.11823
H 2.04222 -1.02940 0.08038
*
```



Record order is preserved below.
Energy above the lowest of the compared OMol25 structures with the same formula, charge and spin: 0.0, 5.2, 51.3 kcal per mole